No. 1
C7H17N in the gas phase. Source: the OMol25 dataset; level of theory: ωB97M-V/def2-TZVPD.

Values from the calculation:
Multiplicity: 1
LUMO energy in eV: 1.1
HOMO in eV: -8.525
Energy relative to the best compared isomer or geometry (same formula, charge and spin) in eV: 1.020
Kohn-Sham gap in eV: 9.637
Net charge: 0
SMILES: CC(C)CCN(C)C

Atoms and positions in Å:
C  -0.682  -0.475  0.292
C  -0.882  0.677  1.272
C  -1.314  0.202  2.643
C  -1.967  1.648  0.720
C  0.013  -0.091  -1.018
N  1.126  -1.033  -1.337
C  1.568  -0.753  -2.695
C  2.214  -0.925  -0.380
H  -1.630  -1.000  0.117
H  -0.145  -1.258  0.835
H  0.016  1.303  1.318
H  -0.582  -0.560  2.971
H  -1.292  0.962  3.420
H  -2.236  -0.379  2.645
H  -2.953  1.185  0.779
H  -1.734  1.844  -0.332
H  -1.968  2.616  1.221
H  0.384  0.940  -0.959
H  -0.683  -0.191  -1.848
H  2.091  -1.641  -3.074
H  0.787  -0.555  -3.420
H  2.339  0.037  -2.728
H  2.943  -1.695  -0.623
H  1.909  -0.935  0.658
H  2.679  0.078  -0.474

---

No. 2
C6H6 in the gas phase. Source: the OMol25 dataset; level of theory: ωB97M-V/def2-TZVPD.

Values from the calculation:
Multiplicity: 1
LUMO energy (alpha / beta) in eV: -1.4 / -1.4
HOMO (alpha / beta) in eV: -8.965 / -8.965
Energy relative to the best compared isomer or geometry (same formula, charge and spin) in eV: 8.147
Kohn-Sham gap (alpha / beta) in eV: 7.595 / 7.596
Net charge: 0

Atoms and positions in Å:
C  1.310  -0.985  -1.113
C  0.007  -0.181  -1.148
C  -0.394  0.420  0.111
C  -0.839  0.803  1.205
C  -1.585  0.983  2.369
C  -2.239  1.174  3.432
H  1.425  -1.538  -2.050
H  2.176  -0.330  -0.991
H  1.298  -1.703  -0.288
H  -0.837  -0.860  -1.351
H  -0.003  0.550  -1.965
H  -0.318  1.666  1.789

---

No. 3
C26H49HgN2O2S2 as an isolated structure. Source: the OMol25 dataset; level of theory: ωB97M-V/def2-TZVPD.

Values from the calculation:
Multiplicity: 2
LUMO energy (alpha / beta) in eV: -11.0 / -11.0
HOMO (alpha / beta) in eV: -12.754 / -13.786
Kohn-Sham gap (alpha / beta) in eV: 1.736 / 2.767
Net charge: +2

Atoms and positions in Å:
C  5.580  -0.875  2.037
C  6.425  0.219  1.240
C  6.150  0.260  -0.330
C  4.891  -0.583  -0.809
C  4.530  -0.354  -2.338
C  2.993  -0.702  -2.678
C  2.118  0.432  -2.010
C  0.534  0.279  -2.295
C  -0.001  -1.200  -2.100
C  -1.300  -1.308  -1.146
C  -2.552  -0.913  -2.037
C  -2.865  0.638  -2.108
C  -4.144  1.048  -1.216
S  -4.162  2.936  -1.257
C  -3.428  3.586  0.331
S  -4.388  3.385  1.733
N  -2.169  4.227  0.310
C  -1.042  3.300  -0.027
C  0.159  3.358  1.033
O  -0.425  3.111  2.324
C  -1.271  4.193  2.740
C  -1.903  5.034  1.524
C  -1.450  -2.883  -0.852
C  -2.355  -3.251  0.398
C  -1.793  -4.661  0.957
C  -3.846  -3.597  -0.093
N  -2.312  -2.307  1.538
O  -3.438  -1.698  1.764
C  -1.143  -1.399  1.533
C  -1.393  -0.355  2.738
C  0.252  -2.075  1.852
C  -1.148  -0.498  0.210
H  4.496  -0.523  2.008
H  5.605  -1.871  1.506
H  5.848  -0.947  3.127
H  6.221  1.213  1.754
H  7.517  -0.020  1.430
H  7.106  -0.020  -0.876
H  5.975  1.356  -0.593
H  5.103  -1.686  -0.648
H  4.032  -0.317  -0.132
H  4.627  0.767  -2.522
H  5.244  -0.856  -3.048
H  2.928  -0.665  -3.809
H  2.755  -1.744  -2.327
H  2.244  0.527  -0.892
H  2.404  1.414  -2.505
H  0.424  0.531  -3.401
H  0.043  1.053  -1.634
H  0.791  -1.817  -1.563
H  -0.220  -1.747  -3.060
H  -2.311  -1.243  -3.099
H  -3.509  -1.444  -1.766
H  -2.032  1.317  -1.778
H  -3.139  0.873  -3.187
H  -5.121  0.735  -1.676
H  -4.026  0.741  -0.137
H  -0.613  3.525  -1.049
H  -1.430  2.242  0.009
H  0.766  4.306  0.977
H  0.819  2.468  0.800
H  -2.131  3.790  3.350
H  -0.697  4.929  3.375
H  -2.796  5.656  1.841
H  -1.106  5.791  1.232
H  -0.446  -3.407  -0.775
H  -1.946  -3.332  -1.771
H  -0.669  -4.704  0.953
H  -2.261  -4.902  1.953
H  -2.150  -5.453  0.221
H  -3.784  -4.249  -1.020
H  -4.336  -4.236  0.704
H  -4.454  -2.684  -0.333
H  -1.657  -0.938  3.667
H  -2.191  0.399  2.489
H  -0.432  0.234  2.881
H  0.536  -2.906  1.132
H  0.269  -2.435  2.917
H  1.040  -1.269  1.734
H  -1.987  0.257  0.383
H  -0.192  0.119  0.276
Hg  -6.264  3.817  -0.086

---

Molecular weight values, unit g/mol, following the record order: 115.22; 78.11; 686.41.
Total energy values, unit Ha, following the record order: -331.6334; -231.9269; -2228.9497.